1.
ORCA calculation (ωB97M-V with the def2-TZVPD basis set) on H28HeO14 as an isolated structure in a non-equilibrium geometry.

```
43
Properties=species:S:1:pos:R:3:forces:R:3:mulliken_charge:R:1
He 0.318 0.057 -0.022 -0.061 0.284 -0.231 0.0187
O 2.857 1.262 1.581 0.092 -0.282 -0.088 -0.6163
H 3.462 0.727 2.094 0.087 -0.218 0.288 0.2885
H 3.420 1.869 1.102 0.000 0.276 -0.248 0.2653
O -1.618 0.423 2.690 0.197 -0.636 0.155 -0.7079
H -2.219 0.561 1.959 -0.526 0.447 -0.598 0.3321
H -2.042 -0.247 3.226 -0.047 -0.097 0.354 0.2936
O -2.005 0.525 -2.276 0.005 -0.402 0.100 -0.8221
H -2.852 0.926 -2.474 -0.347 0.353 -0.012 0.3245
H -1.682 0.216 -3.122 0.191 -0.117 -0.483 0.3322
O -1.231 -3.191 -0.092 0.904 -0.436 0.171 -0.7029
H -2.046 -2.737 -0.308 -0.795 0.476 -0.018 0.4045
H -0.880 -3.468 -0.939 0.080 -0.258 -0.169 0.2721
O 0.391 2.240 2.358 -0.129 0.677 -0.023 -0.6268
H 1.169 1.708 2.191 0.498 -0.011 -0.165 0.3413
H -0.321 1.605 2.436 -0.270 -0.141 0.228 0.4400
O 0.509 -1.749 1.493 0.800 0.072 0.137 -0.6626
H -0.186 -1.266 1.941 -0.182 0.479 0.230 0.2624
H 0.066 -2.190 0.768 -0.654 -0.575 -0.379 0.3717
O -3.225 -1.639 -0.982 -0.373 -0.568 0.045 -0.7090
H -2.655 -1.173 -1.594 0.271 0.548 -0.138 0.4316
H -3.878 -0.991 -0.720 -0.157 0.134 0.245 0.2787
O 0.031 2.399 -2.323 -0.211 0.768 -0.196 -0.7697
H -0.657 1.733 -2.319 -0.293 -0.114 0.188 0.4668
H 0.807 1.943 -1.997 0.778 -0.311 0.062 0.4106
O 2.273 -2.593 3.325 0.730 -0.125 0.549 -0.6425
H 2.353 -3.546 3.348 0.070 -0.192 0.123 0.3035
H 1.696 -2.418 2.581 -0.618 0.247 -0.438 0.4334
O 1.551 -2.059 -3.458 -0.104 0.035 -0.361 -0.6142
H 0.745 -2.576 -3.475 -0.132 -0.167 -0.127 0.2878
H 1.704 -1.884 -2.530 0.286 0.132 0.539 0.3420
O 2.642 -1.377 -0.721 0.129 -0.129 -0.474 -0.6497
H 3.521 -1.650 -0.456 0.280 -0.169 -0.003 0.2782
H 2.143 -1.352 0.095 -0.537 0.195 0.651 0.3192
O -1.186 3.539 -0.066 -0.809 0.280 0.442 -0.7140
H -0.569 3.704 0.648 0.215 -0.187 0.497 0.2854
H -0.633 3.320 -0.816 0.340 -0.338 -0.799 0.4092
O 2.476 1.116 -1.934 0.075 0.623 -0.132 -0.6698
H 2.944 1.115 -2.769 0.000 0.127 -0.303 0.3034
H 2.683 0.267 -1.541 -0.070 -0.618 0.492 0.3701
O -3.436 1.937 0.920 -0.478 -0.822 0.142 -0.6488
H -3.708 2.469 1.668 -0.102 0.156 0.171 0.2952
H -2.734 2.442 0.509 0.864 0.605 -0.422 0.3941
```
Positions in Å, forces in eV/Å.

The calculation puts the HOMO energy at -10.13 eV. Its gap between HOMO and LUMO is 0.3649 hartree. As for the LUMO energy: -0.195 eV.


2.
ORCA calculation (ωB97M-V with the def2-TZVPD basis set) on C2H6I2N3 as an isolated structure in a non-equilibrium geometry.

```
13
Properties=species:S:1:pos:R:3:forces:R:3:mulliken_charge:R:1
C 0.041 0.009 -0.181 -1.856 1.300 1.285 0.7213
C -2.420 -0.045 0.518 1.240 -0.079 1.576 -0.6663
N 0.969 -0.683 -0.815 -1.235 -0.807 -0.408 -0.3760
N -1.270 -0.362 -0.342 1.672 1.861 0.765 -0.2632
N 0.468 1.013 0.581 3.459 -3.710 -3.319 -0.2688
I -2.911 2.044 -0.058 0.001 -1.112 0.844 0.1966
I -3.943 -1.512 0.031 0.426 0.704 0.258 0.1929
H -2.053 -0.300 1.640 -1.410 1.323 -2.355 0.4944
H 0.599 -1.320 -1.494 0.537 -0.366 -0.423 0.2215
H 1.906 -0.372 -0.878 0.781 0.131 -0.191 0.2096
H -1.266 -1.291 -0.567 -0.449 -2.911 -1.211 0.1913
H 1.486 1.006 0.557 -0.444 0.864 0.599 0.1980
H 0.030 1.616 1.133 -2.721 2.802 2.579 0.1488
```
Positions in Å, forces in eV/Å.

The calculation puts the HOMO energy at -13.16 eV. As for the total charge: +1. Its gap between HOMO and LUMO is 0.3308 hartree. As for the LUMO energy: -4.158 eV.


3.
ORCA calculation (ωB97M-V with the def2-TZVPD basis set) on a 2-piece molecular cluster, C7H11NO overall in a non-equilibrium geometry.

```
20
Properties=species:S:1:pos:R:3:forces:R:3:mulliken_charge:R:1
C 0.972 0.587 1.043 0.867 -0.339 0.897 -0.0218
C 0.356 -0.114 0.104 -0.008 -0.313 -2.172 -0.2090
C 0.113 -0.449 1.567 -0.445 0.296 -1.422 0.6794
C 1.895 1.708 1.398 -2.879 2.323 -0.093 -1.0031
C -0.809 -0.405 -2.651 -0.084 1.745 0.576 -0.8428
C -1.690 -1.887 2.089 -0.629 1.537 -0.795 -0.7100
C 0.544 0.120 -2.074 -3.447 0.807 3.211 0.0139
N -0.526 -1.048 2.482 0.391 -0.012 -1.015 -0.6415
O 0.835 1.463 -2.157 2.087 -2.342 -1.481 -0.4784
H 2.896 1.547 1.618 1.731 -1.184 0.545 0.2902
H 1.424 2.211 2.303 0.724 -0.439 -0.996 0.2850
H 1.945 2.486 0.585 -0.355 -0.807 0.604 0.2447
H -0.938 -1.432 -2.280 -0.115 0.389 -0.164 0.2805
H -0.709 -0.425 -3.787 -0.436 0.209 1.404 0.3034
H -1.706 0.283 -2.251 1.981 -1.634 -1.196 0.2393
H -2.226 -1.980 3.022 -0.322 -0.704 0.080 0.3294
H -1.560 -2.851 1.554 0.536 0.432 0.605 0.2341
H -2.386 -1.281 1.416 0.847 -0.599 0.641 0.2296
H 1.341 -0.534 -2.266 1.367 -0.334 -0.226 0.4237
H 0.227 2.000 -1.715 -1.811 0.967 0.995 0.3534
```
Positions in Å, forces in eV/Å.

The calculation puts the HOMO energy at -7.91 eV. Its gap between HOMO and LUMO is 0.3066 hartree. As for the LUMO energy: 0.429 eV.


4.
ORCA calculation (ωB97M-V with the def2-TZVPD basis set) on one molecule with the formula C5H7P in a non-equilibrium geometry.

```
13
Properties=species:S:1:pos:R:3:forces:R:3:mulliken_spin:R:1
C 1.140 -1.201 0.171 -0.473 2.073 -0.863 0.2677
C 0.107 -0.179 0.207 2.493 2.512 -0.007 -0.0107
C 2.427 -0.819 -0.155 -1.288 -0.856 0.802 -0.1229
C -1.183 -0.178 -0.087 0.773 2.063 0.831 0.1533
C -1.962 1.138 -0.005 1.392 -0.582 -1.802 -0.0123
P 2.893 0.825 0.033 1.018 0.511 -0.295 1.6092
H 0.792 -2.177 0.220 -0.126 -1.990 -0.029 0.0233
H 0.665 0.896 0.274 -1.729 -2.189 0.179 0.0611
H 3.056 -1.653 -0.400 0.796 -0.018 -0.053 0.0051
H -1.678 -1.078 -0.303 -0.855 -1.073 -0.285 0.0100
H -1.440 1.928 0.496 0.689 -0.016 0.911 0.0026
H -2.812 0.866 0.571 -1.510 0.567 -0.221 0.0050
H -2.006 1.634 -1.022 -1.180 -1.001 0.830 0.0085
```
Positions in Å, forces in eV/Å.

The spin multiplicity is 3. The expectation value of S² is 2.045. The calculation puts the HOMO energy (alpha / beta) at -7.55 / -9.22 eV. Its gap between HOMO and LUMO (alpha / beta) is 0.3101 / 0.3076 hartree. As for the LUMO energy (alpha / beta): 0.888 / -0.847 eV.


Computed molecular weight (g mol⁻¹) in order:
256.213; 325.899; 125.171; 98.085
Computed calculated total energy (eV) in order:
-29200.1743; -22835.8240; -10968.9472; -14583.1693
Computed ΔE to the lowest compared entry with this formula, charge and spin (kcal per mole) in order:
1.8; 0.0; 145.9; 10.5